{
  "formula": "CH4I2Si",
  "method": "ωB97M-V/def2-TZVPD",
  "species": ["C", "Si", "I", "I", "H", "H", "H", "H"],
  "positions_angstrom": [[-0.648, 0.519, 0.399], [0.103, -0.731, -0.770], [-1.389, 0.259, 2.211], [2.027, 1.705, 0.914], [-1.019, 1.480, -0.064], [-1.083, -1.561, -0.959], [0.966, -1.510, 0.116], [1.044, -0.161, -1.847]],
  "nbo_charge": [-0.815, 0.844, 0.374, -0.235, 0.223, -0.153, -0.148, -0.090],
  "gap_ev": [7.40, 6.49],
  "e_tot_ha": -925.2814,
  "de_lowest_kj_mol": 470.4
}

***

{
  "formula": "C5H14N2O",
  "method": "ωB97M-V/def2-TZVPD",
  "species": ["C", "C", "C", "C", "C", "N", "N", "O", "H", "H", "H", "H", "H", "H", "H", "H", "H", "H", "H", "H", "H", "H"],
  "positions_angstrom": [[-0.488, -0.727, 0.069], [0.632, 1.532, -0.239], [-0.997, 0.235, -0.786], [0.636, -1.615, -0.349], [-0.867, -0.773, 1.514], [1.722, 1.401, -1.106], [1.071, 1.560, 1.108], [-2.130, -1.594, -1.072], [-2.952, -1.490, -0.572], [-0.017, 2.351, -0.551], [1.482, 1.433, -2.088], [2.309, 0.601, -0.902], [0.369, 1.939, 1.730], [1.936, 2.080, 1.235], [-1.839, 0.843, -0.483], [-0.751, 0.212, -1.838], [-1.171, -1.789, 1.776], [1.539, -1.397, 0.236], [0.360, -2.653, -0.161], [0.860, -1.521, -1.411], [-0.008, -0.528, 2.147], [-1.695, -0.100, 1.743]],
  "nbo_charge": [0.369, 0.176, -0.329, -0.696, -0.697, -0.838, -0.874, -1.053, 0.424, 0.164, 0.381, 0.371, 0.374, 0.381, 0.215, 0.223, 0.249, 0.218, 0.261, 0.225, 0.239, 0.216],
  "gap_ev": [7.25, 7.25],
  "e_tot_ha": -383.5007,
  "de_lowest_kj_mol": 525.0
}

***

{
  "formula": "C4H4N2O",
  "method": "ωB97M-V/def2-TZVPD",
  "species": ["O", "C", "C", "C", "N", "C", "N", "H", "H", "H", "H"],
  "positions_angstrom": [[-2.480, 0.825, 0.464], [-1.347, 0.447, 0.254], [-0.794, 0.140, -1.072], [0.492, -0.275, -1.238], [1.363, -0.443, -0.188], [0.735, -0.140, 0.909], [-0.416, 0.259, 1.316], [-1.456, 0.260, -1.923], [0.901, -0.497, -2.220], [1.373, -0.698, 1.889], [1.629, 0.122, 1.809]],
  "mulliken_charge": [-0.592, 0.465, -0.340, -0.106, -0.548, 0.744, -0.493, 0.356, 0.412, 0.052, 0.051],
  "gap_ev": 8.46,
  "e_tot_ha": -339.4375,
  "de_lowest_kj_mol": 378.6
}

***

{
  "formula": "C50H54AsO3P3PtSiTe",
  "method": "ωB97M-V/def2-TZVPD",
  "species": ["Pt", "C", "Si", "C", "C", "C", "C", "C", "C", "P", "C", "C", "C", "C", "C", "C", "C", "C", "C", "C", "C", "C", "C", "C", "C", "C", "C", "C", "P", "C", "C", "C", "C", "C", "C", "C", "C", "C", "C", "C", "C", "H", "H", "H", "H", "H", "H", "H", "H", "H", "H", "H", "H", "H", "H", "H", "H", "H", "H", "H", "H", "H", "H", "H", "H", "H", "H", "H", "H", "H", "H", "H", "C", "As", "C", "C", "C", "C", "C", "C", "C", "C", "H", "H", "H", "H", "H", "H", "H", "H", "H", "H", "H", "H", "H", "C", "C", "O", "P", "O", "Te", "O", "C", "C", "H", "H", "H", "H", "H", "H", "H", "H", "H", "H"],
  "positions_angstrom": [[0.101, 0.532, -0.130], [0.553, 1.390, 3.530], [-0.474, 0.700, 2.108], [-2.102, 1.678, 2.358], [-3.097, 1.176, 3.205], [-4.262, 1.888, 3.468], [-4.434, 3.147, 2.913], [-3.455, 3.679, 2.083], [-2.311, 2.943, 1.768], [-0.948, 3.643, 0.748], [-1.716, 5.157, 0.011], [-2.863, 5.143, -0.786], [-3.359, 6.320, -1.325], [-2.714, 7.531, -1.084], [-1.581, 7.559, -0.288], [-1.088, 6.376, 0.257], [-1.027, 2.563, -0.752], [-2.169, 1.820, -1.129], [-2.399, 1.492, -2.456], [-1.511, 1.911, -3.437], [-0.365, 2.613, -3.092], [-0.113, 2.926, -1.766], [-0.911, -1.062, 2.655], [-0.955, -1.438, 4.005], [-1.424, -2.685, 4.388], [-1.883, -3.582, 3.427], [-1.822, -3.236, 2.086], [-1.307, -1.991, 1.703], [-1.167, -1.553, -0.067], [-0.375, -3.040, -0.750], [0.466, -3.805, 0.060], [1.146, -4.898, -0.459], [0.977, -5.260, -1.787], [0.158, -4.494, -2.605], [-0.481, -3.368, -2.100], [-2.943, -1.617, -0.538], [-3.469, -2.270, -1.651], [-4.832, -2.217, -1.926], [-5.689, -1.500, -1.106], [-5.174, -0.838, 0.004], [-3.818, -0.901, 0.280], [-0.133, 1.615, 4.353], [1.062, 2.320, 3.261], [1.309, 0.676, 3.880], [-2.961, 0.205, 3.673], [-5.028, 1.461, 4.107], [-5.331, 3.720, 3.123], [-3.591, 4.675, 1.682], [-3.371, 4.210, -0.988], [-4.254, 6.294, -1.936], [-3.099, 8.445, -1.521], [-1.076, 8.499, -0.092], [-0.201, 6.399, 0.882], [-2.917, 1.589, -0.383], [-3.296, 0.938, -2.717], [-1.713, 1.689, -4.479], [0.335, 2.926, -3.850], [0.740, 3.540, -1.510], [-0.624, -0.739, 4.768], [-1.446, -2.958, 5.437], [-2.269, -4.551, 3.721], [-2.164, -3.935, 1.329], [0.585, -3.554, 1.107], [1.806, -5.472, 0.182], [1.495, -6.123, -2.189], [0.027, -4.763, -3.646], [-1.047, -2.735, -2.769], [-2.834, -2.847, -2.309], [-5.221, -2.739, -2.793], [-6.750, -1.461, -1.324], [-5.823, -0.267, 0.658], [-3.434, -0.384, 1.148], [4.672, 0.427, 0.073], [2.741, 0.453, 0.384], [2.851, 2.129, 1.400], [2.617, -0.993, 1.776], [3.817, -1.266, 2.627], [4.138, -0.441, 3.707], [5.269, -0.676, 4.477], [6.108, -1.743, 4.181], [5.798, -2.575, 3.112], [4.663, -2.337, 2.346], [5.163, 0.211, 1.020], [4.951, 1.408, -0.285], [4.959, -0.313, -0.672], [3.484, 2.030, 2.285], [1.864, 2.479, 1.676], [3.298, 2.863, 0.734], [2.353, -1.872, 1.188], [1.751, -0.736, 2.385], [3.481, 0.388, 3.953], [5.496, -0.023, 5.312], [6.988, -1.932, 4.783], [6.442, -3.416, 2.873], [4.422, -3.001, 1.521], [-0.618, -0.952, -5.348], [0.777, -1.505, -5.121], [1.671, -0.481, -4.640], [1.892, -0.261, -3.056], [0.555, -0.281, -2.326], [3.387, 1.587, -3.065], [2.617, -1.629, -2.585], [3.745, -2.141, -3.318], [4.324, -3.299, -2.539], [-1.286, -1.739, -5.715], [-0.589, -0.147, -6.086], [-1.007, -0.551, -4.411], [1.208, -1.864, -6.053], [0.755, -2.329, -4.414], [4.479, -1.346, -3.463], [3.417, -2.469, -4.307], [4.671, -2.965, -1.559], [5.170, -3.726, -3.086], [3.567, -4.075, -2.396]],
  "mulliken_charge": [2.487, -1.188, -0.515, 0.558, -0.215, -0.985, -0.866, -0.794, 0.763, 0.100, 0.350, 0.129, -0.872, -0.462, -0.626, -0.585, -0.142, -0.021, -0.675, -0.324, -1.374, -0.439, 1.030, -0.201, -0.838, -0.955, -0.099, -0.949, 1.509, 1.130, -0.714, -0.820, -0.845, -0.894, -0.627, 0.663, -0.715, -0.774, -0.694, -0.451, -0.696, 0.725, 0.344, 0.228, 0.393, 0.417, 0.419, 0.439, 0.458, 0.411, 0.389, 0.390, 0.353, 0.643, 0.423, 0.447, 0.439, 0.432, 0.401, 0.429, 0.410, 0.530, 0.484, 0.438, 0.389, 0.447, 0.058, 0.355, 0.444, 0.391, 0.479, 0.293, -1.129, 0.715, -0.573, 1.421, -0.005, 0.106, -0.980, -0.505, -0.717, -0.002, 0.447, 0.480, 0.126, 0.350, -0.531, 0.586, -0.316, -1.424, 0.296, 0.409, 0.382, 0.405, 0.392, -0.718, 0.152, -0.244, -0.782, -0.666, -0.433, 0.876, -0.407, -0.887, 0.443, 0.356, -0.348, 0.529, -0.297, 0.351, 0.231, 0.132, 0.441, 0.077],
  "gap_ev": 5.83,
  "e_tot_ha": -6100.2403
}

***

{
  "formula": "C6H33Li2N6O11",
  "method": "ωB97M-V/def2-TZVPD",
  "species": ["Li", "Li", "C", "C", "C", "O", "H", "H", "H", "H", "H", "H", "H", "C", "O", "N", "N", "H", "H", "H", "H", "C", "O", "N", "N", "H", "H", "H", "H", "C", "O", "N", "N", "H", "H", "H", "H", "O", "H", "H", "O", "H", "H", "O", "H", "H", "O", "H", "H", "O", "H", "H", "O", "H", "H", "O", "H", "H"],
  "positions_angstrom": [[-0.529, 2.141, -2.700], [1.678, 0.795, -2.314], [-1.251, 1.591, -0.187], [0.088, 1.057, -0.727], [0.427, -0.357, -0.191], [0.313, 1.076, -2.121], [-2.180, 1.105, -0.488], [-1.319, 2.654, -0.418], [-1.264, 1.598, 0.903], [0.699, 1.738, -0.134], [1.425, -0.743, -0.398], [-0.204, -1.162, -0.568], [0.321, -0.382, 0.894], [-2.310, -1.328, 0.879], [-2.551, -0.523, 0.017], [-2.913, -1.316, 1.987], [-1.487, -2.332, 0.823], [-2.709, -2.040, 2.661], [-3.416, -0.500, 2.304], [-1.197, -2.833, 1.651], [-0.886, -2.193, 0.023], [2.150, 2.630, 2.293], [2.393, 3.648, 1.559], [2.633, 2.422, 3.508], [1.332, 1.703, 1.991], [2.612, 1.482, 3.877], [3.416, 2.997, 3.782], [0.705, 1.984, 1.251], [0.995, 1.231, 2.818], [2.212, -2.771, -0.040], [2.735, -2.599, -1.131], [1.373, -3.649, 0.192], [2.172, -1.864, 0.855], [1.394, -4.495, -0.360], [1.127, -3.643, 1.171], [2.504, -0.946, 0.597], [1.805, -2.064, 1.775], [-1.088, -0.904, -2.698], [-0.718, -0.074, -2.398], [-0.459, -1.565, -2.410], [-3.885, 2.309, -1.082], [-3.081, 2.823, -1.008], [-4.577, 2.903, -0.790], [3.312, 0.386, 1.381], [2.917, 0.948, 2.048], [2.873, 0.635, 0.568], [0.073, -2.665, -1.637], [0.186, -3.581, -1.891], [0.906, -2.424, -1.231], [2.858, 0.562, -1.259], [3.451, 1.312, -1.300], [3.402, -0.157, -0.936], [-3.924, 0.257, -1.315], [-3.395, -0.173, -0.643], [-3.897, 1.185, -1.085], [-2.224, 1.691, -2.669], [-3.033, 1.331, -2.304], [-1.991, 1.089, -3.375]],
  "nbo_charge": [0.939, 0.936, -0.650, 0.072, -0.656, -1.103, 0.284, 0.162, 0.199, 0.138, 0.193, 0.243, 0.195, 0.787, -0.664, -0.781, -0.828, 0.381, 0.410, 0.380, 0.423, 0.725, -0.666, -0.816, -0.838, 0.379, 0.425, 0.414, 0.392, 0.706, -0.708, -0.777, -0.810, 0.413, 0.381, 0.419, 0.386, -1.006, 0.450, 0.464, -0.869, 0.497, 0.511, -0.946, 0.473, 0.462, -0.939, 0.495, 0.499, -1.002, 0.515, 0.530, -1.028, 0.438, 0.410, -1.063, 0.528, 0.495],
  "gap_ev": 7.98,
  "charge": 1,
  "e_tot_ha": -1419.1617
}

***

{
  "formula": "C18H19AsAuF5N4S2",
  "method": "ωB97M-V/def2-TZVPD",
  "species": ["Au", "C", "C", "N", "N", "C", "S", "N", "N", "H", "H", "H", "H", "H", "H", "C", "As", "C", "C", "C", "C", "C", "C", "C", "C", "H", "H", "H", "H", "H", "H", "H", "H", "H", "H", "H", "H", "H", "F", "C", "C", "F", "C", "F", "C", "S", "C", "F", "C", "F"],
  "positions_angstrom": [[-13.412, -14.635, 1.275], [-14.948, -20.190, 1.457], [-15.204, -18.980, 0.678], [-16.052, -18.954, -0.329], [-16.021, -17.693, -0.822], [-15.276, -16.820, -0.148], [-15.094, -15.172, -0.429], [-14.745, -17.619, 0.842], [-13.623, -17.237, 1.595], [-15.403, -21.054, 1.006], [-15.177, -19.875, 2.493], [-13.888, -20.439, 1.460], [-16.643, -17.541, -1.562], [-12.844, -17.676, 1.192], [-13.796, -17.345, 2.557], [-11.227, -12.469, -0.529], [-12.814, -12.107, 0.433], [-13.852, -11.599, -1.100], [-12.568, -10.590, 1.655], [-11.721, -9.650, 0.944], [-10.351, -9.749, 1.291], [-9.569, -8.737, 0.798], [-10.115, -7.698, 0.067], [-11.427, -7.642, -0.344], [-12.289, -8.667, 0.151], [-10.895, -11.654, -1.200], [-11.357, -13.320, -1.227], [-10.331, -12.763, 0.058], [-13.332, -10.693, -1.410], [-14.957, -11.482, -0.931], [-13.801, -12.391, -1.876], [-11.963, -10.993, 2.486], [-13.542, -10.423, 2.041], [-9.858, -10.513, 1.857], [-8.561, -8.707, 1.055], [-9.409, -6.911, -0.121], [-11.766, -6.821, -0.981], [-13.404, -8.641, 0.019], [-12.568, -13.237, 8.329], [-12.320, -13.486, 7.084], [-11.115, -13.078, 6.448], [-10.053, -12.672, 7.229], [-11.043, -13.267, 5.095], [-10.005, -12.651, 4.579], [-12.001, -13.909, 4.238], [-11.494, -14.217, 2.642], [-13.165, -14.299, 4.897], [-14.081, -15.030, 4.272], [-13.358, -14.077, 6.233], [-14.504, -14.426, 6.837]],
  "nbo_charge": [0.644, -0.674, 0.375, -0.206, -0.332, 0.234, -0.148, -0.234, -0.645, 0.294, 0.249, 0.249, 0.443, 0.397, 0.401, -1.035, 1.134, -0.979, -0.654, -0.113, -0.209, -0.175, -0.182, -0.176, -0.203, 0.279, 0.268, 0.263, 0.261, 0.269, 0.266, 0.244, 0.259, 0.222, 0.225, 0.236, 0.246, 0.230, -0.211, 0.443, 0.259, -0.252, 0.404, -0.258, -0.350, 0.133, 0.382, -0.295, 0.275, -0.253],
  "gap_ev": [7.71, 4.61],
  "multiplicity": 3,
  "charge": 2,
  "e_tot_ha": -4582.8037,
  "de_lowest_kj_mol": 104.2
}

***

{
  "formula": "C5H10O",
  "method": "ωB97M-V/def2-TZVPD",
  "species": ["C", "C", "C", "C", "C", "O", "H", "H", "H", "H", "H", "H", "H", "H", "H", "H"],
  "positions_angstrom": [[1.628, -0.914, -0.179], [0.435, -0.189, 0.432], [0.295, 1.331, 0.136], [-0.882, 1.055, -0.837], [-0.791, -0.417, -0.456], [-1.373, -1.407, -0.815], [1.476, -1.995, -0.099], [1.718, -0.669, -1.244], [2.566, -0.648, 0.317], [0.316, -0.461, 1.487], [0.006, 1.921, 1.010], [1.175, 1.790, -0.322], [-1.836, 1.548, -0.624], [-0.650, 1.186, -1.898], [-1.996, -0.805, 1.806], [-2.085, -1.327, 1.285]],
  "nbo_charge": [-0.598, -0.342, -0.402, -0.539, 0.646, -0.535, 0.225, 0.205, 0.214, 0.232, 0.213, 0.210, 0.238, 0.236, -0.037, 0.033],
  "gap_ev": 10.48,
  "smiles": "C[C@H]1CCC1=O.[H][H]",
  "e_tot_ha": -271.6839,
  "de_lowest_kj_mol": 180.3
}

***

{
  "formula": "C35H36GeN2O2ReS3",
  "method": "ωB97M-V/def2-TZVPD",
  "species": ["Re", "C", "C", "S", "C", "C", "S", "C", "C", "S", "H", "H", "H", "H", "H", "H", "H", "H", "H", "H", "H", "H", "C", "O", "C", "C", "C", "C", "C", "C", "N", "N", "C", "C", "O", "C", "C", "C", "C", "C", "C", "C", "C", "H", "H", "H", "H", "H", "H", "H", "H", "H", "H", "H", "H", "H", "Ge", "C", "C", "C", "C", "C", "C", "C", "C", "C", "C", "C", "C", "H", "H", "H", "H", "H", "H", "H", "H", "H", "H", "H"],
  "positions_angstrom": [[-0.043, -0.832, -0.534], [0.567, -2.911, -3.132], [-0.379, -1.989, -3.857], [-0.524, -0.403, -2.945], [-2.339, -0.134, -2.882], [-3.124, -1.160, -2.077], [-2.412, -1.457, -0.415], [-2.349, -3.270, -0.305], [-1.441, -3.904, -1.337], [0.194, -3.093, -1.355], [1.593, -2.537, -3.144], [0.574, -3.913, -3.567], [-1.373, -2.420, -3.969], [-0.002, -1.752, -4.851], [-2.684, -0.113, -3.917], [-2.465, 0.869, -2.471], [-3.157, -2.118, -2.595], [-4.151, -0.826, -1.929], [-3.371, -3.647, -0.378], [-1.998, -3.460, 0.710], [-1.859, -3.852, -2.341], [-1.262, -4.954, -1.102], [1.819, 2.520, 1.615], [0.533, 1.981, 1.100], [-0.373, 1.563, 2.120], [-0.964, 2.490, 2.951], [-1.753, 2.035, 3.999], [-1.916, 0.668, 4.207], [-1.306, -0.250, 3.367], [-0.538, 0.192, 2.295], [0.103, -0.734, 1.404], [0.841, -1.606, 2.118], [1.970, -2.110, 1.727], [2.656, -1.621, 0.502], [1.964, -0.973, -0.378], [4.018, -1.822, 0.354], [4.682, -2.628, 1.261], [4.048, -3.265, 2.361], [4.775, -4.112, 3.207], [4.150, -4.736, 4.273], [2.796, -4.515, 4.502], [2.057, -3.671, 3.677], [2.671, -3.041, 2.607], [2.026, 1.990, 2.540], [2.572, 2.294, 0.868], [1.721, 3.588, 1.792], [-0.799, 3.550, 2.794], [-2.228, 2.746, 4.662], [-2.519, 0.315, 5.032], [-1.433, -1.313, 3.528], [4.531, -1.386, -0.493], [5.741, -2.808, 1.111], [5.830, -4.272, 3.018], [4.709, -5.392, 4.926], [2.309, -5.004, 5.336], [1.005, -3.515, 3.873], [-0.340, 2.331, -0.592], [-2.134, 2.909, -0.408], [-2.430, 4.144, -0.998], [-3.723, 4.642, -0.901], [-4.699, 3.914, -0.234], [-4.397, 2.684, 0.347], [-3.113, 2.173, 0.266], [0.807, 2.930, -1.958], [2.152, 3.278, -1.825], [2.817, 3.817, -2.914], [2.156, 4.007, -4.122], [0.813, 3.668, -4.253], [0.131, 3.136, -3.171], [-0.947, 0.637, -0.552], [-1.674, 4.723, -1.513], [-3.963, 5.600, -1.344], [-5.704, 4.307, -0.161], [-5.167, 2.131, 0.870], [-2.879, 1.224, 0.735], [2.690, 3.169, -0.896], [3.855, 4.105, -2.813], [2.686, 4.437, -4.962], [0.296, 3.838, -5.188], [-0.926, 2.914, -3.273]],
  "lowdin_spin": [1.001, 0.001, 0.002, 0.037, 0.010, 0.013, 0.002, -0.002, 0.002, 0.025, 0.000, 0.000, 0.000, 0.001, -0.001, 0.000, 0.001, 0.000, -0.001, 0.000, 0.000, 0.001, 0.001, 0.017, -0.009, -0.001, -0.014, 0.002, -0.013, -0.005, -0.129, -0.016, -0.027, -0.002, 0.073, 0.004, 0.004, -0.002, -0.001, -0.014, 0.008, -0.014, 0.005, 0.000, 0.000, 0.000, 0.000, -0.001, 0.000, 0.000, 0.000, 0.000, 0.000, -0.001, 0.001, -0.001, 0.018, 0.002, 0.001, 0.000, 0.000, 0.000, 0.000, 0.006, 0.003, 0.000, 0.004, 0.001, 0.002, 0.006, 0.000, 0.000, 0.000, 0.000, 0.000, 0.000, 0.000, 0.000, 0.000, 0.000],
  "gap_ev": [5.50, 6.04],
  "multiplicity": 2,
  "charge": 4,
  "e_tot_ha": -4963.5765,
  "de_lowest_kj_mol": 90.2
}